Here is a structure of composition C4H4EuO5 from the Open Molecules 2025 dataset. Energies are from ωB97M-V/def2-TZVPD.

Values from the calculation:
Gap between HOMO and LUMO (spin up / spin down)   6.15 / 6.20 eV
Expectation value of S²   15.76
Total energy   -1241.29891 hartree
Maximum force   4.0 eV Å⁻¹
2S+1   8
ΔE to the lowest compared entry with this formula, charge and spin   3.9 kcal/mol
E_HOMO (spin up / spin down)   -7.503 / -7.555 eV

The geometry in XYZ format:
```
14
Properties=species:S:1:pos:R:3:mulliken_charge:R:1
O 0.75042 -0.40936 0.50918 -0.98
H -2.63397 -0.03370 -1.49808 0.26
O 0.83772 1.74995 -0.06054 -0.96
O -0.66830 0.39825 -1.12918 -0.41
C -1.84023 -0.30190 -0.78892 -0.32
C -2.14058 0.15800 0.65523 -0.33
O -1.04157 0.97180 0.99374 -0.40
C 0.03459 0.68144 0.08988 1.10
H -1.68002 -1.39146 -0.83623 0.21
H -2.22758 -0.69896 1.34224 0.22
H -3.05963 0.75653 0.72584 0.25
Eu 2.87534 0.74710 0.52754 1.40
C 4.94454 -0.99431 -0.18089 0.01
O 5.84927 -1.63338 -0.34983 -0.04
```

=====

Here is the molecule C4H4F2 from the Open Molecules 2025 dataset. Energies are from ωB97M-V/def2-TZVPD.

Values from the calculation:
Gap between HOMO and LUMO   8.77 eV
Total energy   -354.41574 hartree
Maximum force   6.8 eV Å⁻¹
ΔE to the lowest compared entry with this formula, charge and spin   53.2 kcal/mol
E_HOMO   -8.505 eV

The geometry in XYZ format:
```
10
Properties=species:S:1:pos:R:3:mulliken_charge:R:1
C -0.44320 0.07840 -0.79245 0.32
C 0.60662 0.10688 0.01765 -0.09
C 0.58338 -0.56365 1.18074 0.13
C 1.71760 -0.38231 1.96254 -0.74
H 1.41689 0.98298 -0.22966 0.16
H -0.27275 -1.30396 1.40967 0.26
H 2.51332 0.64351 1.69017 0.09
H 2.08863 -0.95979 2.80474 0.32
F -0.48563 0.75549 -1.86308 -0.21
F -1.79575 -0.17756 -0.34645 -0.25
```

=====

Here is the molecule C4H4F2 from the Open Molecules 2025 dataset. Energies are from ωB97M-V/def2-TZVPD.

Values from the calculation:
Gap between HOMO and LUMO   11.65 eV
Total energy   -354.43230 hartree
Maximum force   2.5 eV Å⁻¹
ΔE to the lowest compared entry with this formula, charge and spin   42.8 kcal/mol
E_HOMO   -10.475 eV

The geometry in XYZ format:
```
10
Properties=species:S:1:pos:R:3:mulliken_charge:R:1
C -0.00652 -0.63503 0.71486 -0.37
C 0.03828 -0.54104 -0.76814 -0.40
C -1.09058 0.14801 0.01012 0.09
C 1.06231 0.17585 0.04214 -0.01
F -2.38314 -0.33645 0.02606 -0.28
F 2.34675 -0.31654 0.01364 -0.29
H -0.13207 -1.27243 1.56305 0.43
H 0.22714 -1.17509 -1.61075 0.37
H -1.00986 1.27194 -0.07243 0.24
H 1.28762 1.32241 0.15429 0.21
```

=====

Here is the molecule C4H4F2 from the Open Molecules 2025 dataset. Energies are from ωB97M-V/def2-TZVPD.

Values from the calculation:
Gap between HOMO and LUMO   9.25 eV
Total energy   -354.44841 hartree
Maximum force   5.4 eV Å⁻¹
ΔE to the lowest compared entry with this formula, charge and spin   32.7 kcal/mol
E_HOMO   -9.128 eV

The geometry in XYZ format:
```
10
Properties=species:S:1:pos:R:3:mulliken_charge:R:1
C 0.73056 0.17634 -0.01356 0.43
C 1.90283 0.98179 -0.03524 -0.76
C -0.72928 0.16764 -0.08811 0.53
C -1.67027 1.11529 0.09750 -0.72
H 2.78630 0.33449 -0.02200 0.30
H 1.72976 2.07391 -0.30465 0.23
H -2.78734 0.80719 0.23656 0.25
H -1.31002 2.15049 0.20056 0.24
F 0.99392 -1.19039 0.13770 -0.27
F -1.19634 -1.03322 -0.12371 -0.23
```

=====

Here is a cluster of 2 separate species, C4H4F2 in total from the Open Molecules 2025 dataset. Energies are from ωB97M-V/def2-TZVPD.

Values from the calculation:
Gap between HOMO and LUMO (spin up / spin down)   7.55 / 8.05 eV
Expectation value of S²   2.02
Total energy   -354.28712 hartree
Maximum force   8.1 eV Å⁻¹
2S+1   3
ΔE to the lowest compared entry with this formula, charge and spin   50.8 kcal/mol
E_HOMO (spin up / spin down)   -6.720 / -11.518 eV

The geometry in XYZ format:
```
10
Properties=species:S:1:pos:R:3:mulliken_charge:R:1
C 1.91360 1.57387 0.00448 -0.09
C 0.99967 0.85007 -0.27284 -0.23
C -1.04150 -0.51222 -0.59055 -1.36
C 0.29361 -0.34565 -0.60265 0.69
F 0.99091 -1.46600 -0.86003 -0.20
F -1.41932 -0.78985 2.23252 -0.45
H 2.54190 2.48838 0.31906 0.35
H -1.52539 0.38085 -0.56059 0.43
H -1.11315 -0.87169 1.22870 0.42
H -1.64034 -1.30775 -0.89810 0.44
```

=====

Here is a structure of composition C4H4F2N2 from the Open Molecules 2025 dataset. Energies are from ωB97M-V/def2-TZVPD.

Values from the calculation:
Gap between HOMO and LUMO   9.35 eV
Total energy   -463.95669 hartree
Maximum force   5.3 eV Å⁻¹
ΔE to the lowest compared entry with this formula, charge and spin   64.8 kcal/mol
E_HOMO   -8.832 eV

The geometry in XYZ format:
```
12
Properties=species:S:1:pos:R:3:mulliken_charge:R:1
C 1.90686 -0.16235 -0.02275 -0.68
C 0.47753 -0.12030 -0.04406 0.33
C -1.48066 -0.88338 0.01242 0.34
C -1.64867 0.39290 0.14943 0.21
H 2.28286 -1.17003 -0.46290 0.29
H 2.24304 1.02564 -0.57906 0.23
H 2.00706 -0.24391 1.32197 0.19
H -0.10649 1.91758 -0.22637 0.29
N -0.13643 -1.33295 -0.14144 -0.56
N -0.33509 0.94357 0.08497 -0.12
F -2.56641 -1.63647 0.01022 -0.26
F -2.64359 1.26969 -0.10243 -0.26
```

=====

Here is the molecule C4H4F2O from the Open Molecules 2025 dataset. Energies are from ωB97M-V/def2-TZVPD.

Values from the calculation:
Gap between HOMO and LUMO   10.50 eV
Total energy   -429.74060 hartree
Maximum force   2.6 eV Å⁻¹
ΔE to the lowest compared entry with this formula, charge and spin   20.7 kcal/mol
E_HOMO   -10.048 eV

The geometry in XYZ format:
```
11
Properties=species:S:1:pos:R:3:mulliken_charge:R:1
C -0.95312 0.58902 -0.31141 -0.65
C -0.28148 -0.27897 0.42267 -0.37
C 2.24688 -0.18691 0.15650 -0.04
C 0.94083 0.07568 1.19900 0.80
O 2.23956 0.16808 -0.97101 -0.39
F 0.98626 1.35432 1.63408 -0.25
F 1.14079 -0.71433 2.28106 -0.30
H -1.77782 0.27681 -0.92664 0.26
H -0.71271 1.63847 -0.31259 0.25
H -0.50449 -1.33671 0.42301 0.33
H 3.06689 -0.69674 0.68015 0.35
```

=====

Here is the molecule C4H4F2O from the Open Molecules 2025 dataset. Energies are from ωB97M-V/def2-TZVPD.

Values from the calculation:
Gap between HOMO and LUMO   9.83 eV
Total energy   -429.70737 hartree
Maximum force   5.2 eV Å⁻¹
ΔE to the lowest compared entry with this formula, charge and spin   41.6 kcal/mol
E_HOMO   -9.498 eV

The geometry in XYZ format:
```
11
Properties=species:S:1:pos:R:3:mulliken_charge:R:1
C 0.06923 -1.86530 0.00694 0.08
C -0.05344 0.34880 0.37349 -0.88
C -1.11264 -0.84092 0.16724 0.39
C 1.21987 -0.57699 0.06356 0.24
O 0.19044 -3.04857 0.16884 -0.48
F -1.75589 -1.09496 1.30407 -0.28
F 2.11553 -0.80176 1.00182 -0.27
H -0.06750 1.33888 -0.21580 0.25
H -0.11114 0.64665 1.37341 0.33
H -1.96571 -0.76203 -0.56015 0.30
H 1.65237 -0.57270 -0.98019 0.31
```

=====

Here is the molecule C4H4F2O2 from the Open Molecules 2025 dataset. Energies are from ωB97M-V/def2-TZVPD.

Values from the calculation:
Gap between HOMO and LUMO   10.42 eV
Total energy   -505.00002 hartree
Maximum force   1.8 eV Å⁻¹
ΔE to the lowest compared entry with this formula, charge and spin   17.5 kcal/mol
E_HOMO   -10.311 eV

The geometry in XYZ format:
```
12
Properties=species:S:1:pos:R:3:mulliken_charge:R:1
C -0.23415 -1.37967 -1.11684 0.42
C -0.12312 -0.63278 0.21557 0.37
C 0.25091 0.84283 0.08083 -0.48
C 0.11806 1.56924 1.39642 0.02
H -1.25404 -1.37236 -1.54394 0.17
H 1.22789 0.97078 -0.31524 0.33
H -0.42575 1.16529 -0.74688 0.35
H -0.79785 1.29289 1.94740 0.29
O -0.44743 -1.19798 1.24375 -0.52
O 0.99308 2.22869 1.88280 -0.45
F 0.12267 -2.63731 -0.98820 -0.24
F 0.56973 -0.84963 -2.05569 -0.26
```

=====

Here is the molecule C4H4F3I from the Open Molecules 2025 dataset. Energies are from ωB97M-V/def2-TZVPD.

Values from the calculation:
Gap between HOMO and LUMO   8.45 eV
Total energy   -752.00172 hartree
Maximum force   3.9 eV Å⁻¹
ΔE to the lowest compared entry with this formula, charge and spin   50.8 kcal/mol
E_HOMO   -8.592 eV

The geometry in XYZ format:
```
12
Properties=species:S:1:pos:R:3:mulliken_charge:R:1
C 0.61437 -0.36314 -0.26887 -0.73
C -0.74762 0.15301 0.14642 -0.59
C 0.28194 -1.63742 -1.05058 1.05
C -1.16561 -1.97209 -0.58541 -0.23
F 1.14436 -2.66009 -0.82649 -0.32
F 0.31125 -1.43547 -2.38892 -0.28
F -1.20934 -2.83299 0.43068 -0.23
I -2.69601 -2.21276 -1.98765 0.12
H 1.15954 0.34532 -0.89497 0.34
H 1.22936 -0.63375 0.58672 0.30
H -1.00448 0.24448 1.18238 0.27
H -1.29073 0.74965 -0.56304 0.30
```